# 1
DFT (ωB97M-V with the def2-TZVPD basis set) results for a cluster of 2 separate species, C4H6N2O in total.

Geometry as XYZ:
```
13
C4H6N2O (ωB97M-V with the def2-TZVPD basis set)
C 0.48527 0.24421 0.70449
C 0.49833 1.52111 0.10120
N 1.41097 1.60831 -0.85724
N 1.98457 0.39865 -0.87383
C 1.46545 -0.45489 0.03857
H -0.15079 -0.13063 1.49341
H -0.11880 2.38187 0.32709
H 2.72439 0.22132 -1.53381
H 1.82486 -1.46885 0.14353
C -2.53543 -1.07388 0.10922
O -1.91264 -1.92932 0.68648
H -3.57158 -1.24328 -0.24420
H -2.10463 -0.07460 -0.09492
```

Summary:
Charge = 0
Lowest unoccupied orbital energy = 0.858 eV
HOMO level = -9.4156 eV
E_tot = -9271.45795 eV
ΔE to the lowest compared entry with this formula, charge and spin = 47.1 kcal per mole
HOMO-LUMO gap = 10.27 eV
SMILES string = c1cn[nH]c1.C=O


# 2
DFT (ωB97M-V with the def2-TZVPD basis set) results for the ion C3H8N3S with charge +1 at a distorted geometry.

Geometry as XYZ:
```
15
C3H8N3S (ωB97M-V with the def2-TZVPD basis set)
C 2.26346 -0.50482 -0.13446
C 0.09373 1.20635 -0.15043
C -1.98267 0.04397 -0.39239
N 3.07474 -1.34590 -0.28609
N -0.20052 -1.17036 0.57673
N -0.76020 0.11768 0.48943
S 1.94754 1.03505 0.22669
H -0.20503 1.17521 -1.23639
H -0.08444 2.16927 0.16518
H -2.23330 1.14906 -0.43518
H -1.78166 -0.53415 -1.26974
H -2.76503 -0.48826 0.10950
H 3.28205 -2.23265 -0.64859
H 0.16751 -1.20878 1.53542
H -0.81617 0.58833 1.45032
```

Summary:
Charge = +1
Lowest unoccupied orbital energy (spin up / spin down) = -3.643 / -6.539 eV
HOMO level (spin up / spin down) = -10.4044 / -13.9228 eV
Multiplicity = 3
E_tot = -18532.78871 eV
ΔE to the lowest compared entry with this formula, charge and spin = 70.3 kcal per mole
HOMO-LUMO gap (spin up / spin down) = 6.76 / 7.38 eV


# 3
DFT (ωB97M-V with the def2-TZVPD basis set) results for a cluster of 2 separate species, C4H12 in total at a distorted geometry.

Geometry as XYZ:
```
16
C4H12 (ωB97M-V with the def2-TZVPD basis set)
C 0.98495 0.16152 -2.47661
C -0.39210 -0.31803 -2.98829
H 1.80617 -0.26863 -3.05075
H 0.96830 1.25342 -2.47647
H 1.05029 -0.16707 -1.44305
H -0.35903 -1.36074 -3.30884
H -0.75139 0.30384 -3.81170
H -1.13105 -0.24911 -2.18914
C 0.11903 -0.26993 2.16216
C -0.63368 0.44395 3.28123
H -0.27523 -1.28452 2.04273
H 0.05521 0.23074 1.19549
H 1.18395 -0.32369 2.37809
H -0.68067 1.52626 3.16991
H -0.26654 0.16555 4.26849
H -1.67819 0.15644 3.24673
```

Summary:
Charge = -1
Lowest unoccupied orbital energy (spin up / spin down) = 4.279 / 4.451 eV
HOMO level (spin up / spin down) = 1.5212 / -8.0852 eV
Multiplicity = 2
E_tot = -4340.87716 eV
ΔE to the lowest compared entry with this formula, charge and spin = 3.7 kcal per mole
HOMO-LUMO gap (spin up / spin down) = 2.76 / 12.54 eV


# 4
DFT (ωB97M-V with the def2-TZVPD basis set) results for a cluster of 2 separate species, C4H11N3O in total at a distorted geometry.

Geometry as XYZ:
```
19
C4H11N3O (ωB97M-V with the def2-TZVPD basis set)
H 0.38989 1.63335 -0.97062
N 1.21103 1.56775 -0.37146
C 1.47383 0.37490 -0.03191
C 2.66586 0.11689 0.85189
N 1.01524 -0.81390 -0.71186
H 2.43160 -0.60980 1.62733
H 3.47715 -0.27613 0.23396
H 3.00970 1.06263 1.25914
H 1.65374 -1.58466 -0.86227
H 0.45476 -0.62367 -1.53460
H -1.61619 -0.60880 -1.97097
N -1.48587 -1.42337 -1.37649
C -1.14841 -1.25167 -0.18175
O -1.46736 0.02634 0.70268
C -2.54976 0.90965 0.67428
H -0.93254 -2.01041 0.55824
H -3.09820 0.86012 1.62263
H -3.32310 0.71982 -0.07914
H -2.16139 1.93097 0.56092
```

Summary:
Charge = 0
Lowest unoccupied orbital energy = 0.821 eV
HOMO level = -9.1608 eV
E_tot = -10841.48391 eV
ΔE to the lowest compared entry with this formula, charge and spin = 86.0 kcal per mole
HOMO-LUMO gap = 9.98 eV
SMILES string = [H]/N=C(/C)N.[H]/N=C\OC


# 5
DFT (ωB97M-V with the def2-TZVPD basis set) results for the molecule C4H5NO2S at a distorted geometry.

Geometry as XYZ:
```
13
C4H5NO2S (ωB97M-V with the def2-TZVPD basis set)
C 1.99831 0.69899 -0.79167
C 0.73569 0.28521 -0.46519
O -0.10369 -0.28019 -1.43083
C -1.24835 -0.76974 -0.78812
C -1.15684 -0.35204 0.62257
S -2.22717 -0.43146 1.84678
N 0.08062 0.20335 0.73145
O 0.47001 0.79827 1.86200
H 2.32664 0.69914 -1.81539
H 2.65596 1.02655 -0.00532
H -1.28702 -1.84436 -0.96670
H -2.15378 -0.38242 -1.27282
H -0.09037 0.34869 2.47322
```

Summary:
Charge = 0
Lowest unoccupied orbital energy = 0.049 eV
HOMO level = -8.5492 eV
E_tot = -20646.71634 eV
ΔE to the lowest compared entry with this formula, charge and spin = 79.9 kcal per mole
HOMO-LUMO gap = 8.60 eV
SMILES string = C=C1OCC(=S)N1O


# 6
DFT (ωB97M-V with the def2-TZVPD basis set) results for a structure of composition C4H2BrNO at a distorted geometry.

Geometry as XYZ:
```
9
C4H2BrNO (ωB97M-V with the def2-TZVPD basis set)
C -0.41038 -1.97331 0.92187
C -0.84764 -0.90767 0.13866
C 0.12313 1.62439 -0.79854
C 0.55932 0.38543 -0.06082
N 0.17651 -2.82257 1.43695
O 0.90021 2.53707 -1.06314
Br 2.08449 0.35172 0.93507
H -1.61755 -0.65019 -0.45754
H -0.96808 1.45513 -1.05250
```

Summary:
Charge = 0
Lowest unoccupied orbital energy (spin up / spin down) = -1.903 / -1.970 eV
HOMO level (spin up / spin down) = -9.5239 / -10.1503 eV
E_tot = -77755.03329 eV
ΔE to the lowest compared entry with this formula, charge and spin = 80.1 kcal per mole
HOMO-LUMO gap (spin up / spin down) = 7.62 / 8.18 eV


# 7
DFT (ωB97M-V with the def2-TZVPD basis set) results for a structure of composition C35H38GeNOPdSi at a distorted geometry.

Geometry as XYZ:
```
78
C35H38GeNOPdSi (ωB97M-V with the def2-TZVPD basis set)
Pd 0.50905 -0.05587 0.10708
O -1.34745 1.87046 1.47041
C -2.44634 1.00400 1.67007
C -3.31633 0.81846 0.42478
C -2.57661 0.28483 -0.81110
C -2.23934 -1.17374 -0.69109
C -3.03917 -2.14907 -1.27686
C -2.72791 -3.48922 -1.11935
C -1.62578 -3.82099 -0.35024
C -0.87927 -2.80002 0.20553
N -1.15415 -1.50095 0.03227
H -0.56961 1.37633 1.11455
H -3.06651 1.45918 2.44572
H -2.11927 0.02856 2.04290
H -3.76580 1.78231 0.17091
H -4.12869 0.12818 0.67816
H -1.65998 0.85118 -0.96431
H -3.20526 0.42900 -1.69127
H -3.90391 -1.84798 -1.85654
H -3.32543 -4.25873 -1.59247
H -1.33152 -4.85103 -0.19609
H 0.00068 -3.00986 0.79664
C 2.78047 -0.34745 -2.73477
Si 2.27069 -1.08154 -1.07154
C 3.86464 -1.17494 -0.05958
C 1.89887 -2.91137 -1.48631
C 1.10034 -3.24574 -2.59001
C 0.81516 -4.56508 -2.92088
C 1.31068 -5.60347 -2.13854
C 2.07581 -5.29993 -1.01836
C 2.36156 -3.97506 -0.70188
H 3.73311 -0.77927 -3.06742
H 2.90411 0.73626 -2.64328
H 2.03194 -0.53903 -3.50984
H 4.53649 -1.96024 -0.42995
H 3.63353 -1.37181 0.98973
H 4.38216 -0.21232 -0.12239
H 0.68112 -2.44963 -3.20167
H 0.19883 -4.78711 -3.78659
H 1.10549 -6.63448 -2.39919
H 2.44939 -6.10157 -0.38889
H 2.96153 -3.76486 0.17934
C 1.62885 1.55632 0.38309
Ge 2.89047 2.32430 1.55372
C 4.57324 2.69383 0.54953
C 5.84542 2.22192 0.87131
C 6.92958 2.42179 0.01898
C 6.76188 3.11017 -1.17315
C 5.50630 3.61139 -1.50175
C 4.42975 3.39978 -0.65095
C 2.33030 4.14450 2.10560
C 3.27552 5.05427 2.58988
C 2.90324 6.33471 2.98460
C 1.57149 6.72618 2.89463
C 0.62298 5.83431 2.40983
C 1.00087 4.55226 2.01826
C 3.37803 1.46198 3.25909
C 2.86709 1.98759 4.44960
C 3.24906 1.47996 5.68658
C 4.16200 0.43601 5.75903
C 4.67333 -0.10712 4.58852
C 4.27916 0.39799 3.35300
H 1.37011 2.29067 -0.39287
H 6.00616 1.69735 1.80707
H 7.90615 2.03558 0.28886
H 7.60133 3.25574 -1.84258
H 5.36804 4.16012 -2.42672
H 3.45350 3.78629 -0.92708
H 4.31851 4.75702 2.65443
H 3.64937 7.02747 3.36079
H 1.27654 7.72362 3.20022
H -0.41569 6.13821 2.33590
H 0.25532 3.85467 1.64598
H 2.16188 2.81006 4.40813
H 2.83500 1.89832 6.59693
H 4.47238 0.04813 6.72305
H 5.38199 -0.92597 4.63267
H 4.66750 -0.05956 2.45262
```

Summary:
Charge = -1
Lowest unoccupied orbital energy (spin up / spin down) = 2.613 / 2.614 eV
HOMO level (spin up / spin down) = -2.6304 / -2.6215 eV
E_tot = -108322.96306 eV
ΔE to the lowest compared entry with this formula, charge and spin = 16.2 kcal per mole
HOMO-LUMO gap (spin up / spin down) = 5.24 / 5.24 eV